(1)
A cluster of 2 separate species, C2H5O3 in total. Source: the OMol25 dataset; level of theory: the ωB97M-V functional and the def2-TZVPD basis.

The geometry in XYZ format:
```
10
Properties=species:S:1:pos:R:3:forces:R:3:lowdin_charge:R:1
C -2.16694 -0.53039 -0.75772 0.8 -0.1 0.7 -0.197
O -1.47826 -0.99384 0.40303 -0.4 0.4 -0.4 -0.174
H -2.07346 0.55818 -0.79763 -0.3 0.0 -0.2 0.074
H -1.70240 -0.93085 -1.66470 -0.2 -0.1 -0.1 0.061
H -3.20825 -0.83984 -0.68407 -0.2 0.1 -0.2 0.057
O 2.53991 0.42866 -0.13406 -0.1 -0.1 -0.1 -0.115
C 1.30322 0.43161 -0.08980 -0.2 0.5 0.1 -0.658
O 0.53888 0.88589 0.81217 -0.1 -0.3 -0.1 -0.154
H 0.74351 0.02778 -0.98067 0.2 -0.2 0.0 0.091
H -0.89177 -0.24103 0.65454 0.5 -0.3 0.2 0.014
```
Positions in Å, forces in eV/Å.

Summary:
- Multiplicity: 1
- Orbital gap: 8.400 eV
- Total charge: -1


(2)
A cluster of 2 separate species, C2H5O3 in total. Source: the OMol25 dataset; level of theory: the ωB97M-V functional and the def2-TZVPD basis.

The geometry in XYZ format:
```
10
Properties=species:S:1:pos:R:3:forces:R:3:lowdin_charge:R:1
C 1.24856 2.19766 0.66442 0.8 -0.2 2.3 -0.253
O 0.47125 1.16697 1.32504 0.6 -0.4 -3.4 -0.285
H 1.49500 2.14704 -0.40685 -0.5 -0.7 0.0 0.048
H 2.29291 2.21801 1.18991 -1.5 0.3 -0.8 0.069
H 0.75535 3.19194 0.80366 0.4 -0.5 0.0 0.049
O -0.47512 -2.46108 -0.69224 1.6 -1.0 0.5 -0.053
C -0.78139 -1.33304 -0.99959 -3.4 1.4 0.0 -0.622
O -0.73513 -0.19736 -0.41481 1.4 -0.3 -0.1 -0.113
H -1.57510 -1.24064 -1.80522 0.6 -0.2 -0.6 0.095
H 0.14081 0.42767 0.48555 0.0 1.4 2.1 0.067
```
Positions in Å, forces in eV/Å.

Summary:
- Multiplicity: 1
- Orbital gap: 8.876 eV
- Total charge: -1


(3)
An isolated molecule of C2H5O3PS. Source: the OMol25 dataset; level of theory: the ωB97M-V functional and the def2-TZVPD basis.

The geometry in XYZ format:
```
12
Properties=species:S:1:pos:R:3:forces:R:3:lowdin_charge:R:1
C -0.00640 -0.12967 0.58813 -1.0 0.2 1.9 -0.217
C -0.80957 0.31179 -0.63695 0.2 0.9 -0.2 -0.379
O 2.83309 1.27245 1.41280 1.5 -0.8 -0.4 -0.515
O 0.28293 -1.75692 -2.03073 2.0 -0.9 -1.1 -0.410
O 0.38043 0.95694 1.58588 -2.7 -1.5 -0.5 -0.519
P -0.99919 -1.09291 -1.78635 -1.4 0.4 2.2 0.763
S 1.58901 1.92502 1.73207 -0.2 1.4 0.0 0.872
H -0.59979 -0.85934 1.27215 1.4 1.1 -1.4 0.152
H 0.94444 -0.45198 0.23893 0.6 -1.0 -0.1 0.087
H -1.87550 0.64015 -0.48842 1.3 0.3 0.1 0.098
H -0.12335 0.97580 -1.16952 -0.7 0.8 0.0 0.082
H -1.61610 -1.79134 -0.71800 -0.9 -0.9 -0.5 -0.014
```
Positions in Å, forces in eV/Å.

Summary:
- Multiplicity: 1
- Orbital gap (alpha / beta): 9.599 / 5.584 eV


(4)
A cluster of 2 separate species, C2H5OP in total. Source: the OMol25 dataset; level of theory: the ωB97M-V functional and the def2-TZVPD basis.

The geometry in XYZ format:
```
9
Properties=species:S:1:pos:R:3:forces:R:3:lowdin_charge:R:1
C -1.23925 -0.65376 0.66545 -2.4 3.6 1.8 -0.258
C -0.15542 -0.42455 -0.25949 0.7 4.1 -0.6 -0.704
O -1.05394 -1.34603 -0.51560 -0.4 -2.8 -1.4 -0.044
P 1.59858 -0.66225 0.17899 0.8 1.4 -0.2 0.816
H -1.03968 -1.07416 1.67310 -0.4 -0.3 -1.0 0.114
H -2.07316 0.18125 0.53810 1.6 -2.1 0.9 0.124
H -0.81713 1.39846 -0.98539 1.1 -2.2 0.6 0.133
H 2.08052 0.75703 0.08737 -0.8 -1.4 0.3 -0.058
H 2.21451 -0.93727 -1.05509 -0.2 -0.2 -0.3 -0.123
```
Positions in Å, forces in eV/Å.

Summary:
- Multiplicity: 1
- Orbital gap (alpha / beta): 8.815 / 8.040 eV


(5)
A cluster of 2 separate species, C2H5OP in total. Source: the OMol25 dataset; level of theory: the ωB97M-V functional and the def2-TZVPD basis.

The geometry in XYZ format:
```
9
Properties=species:S:1:pos:R:3:forces:R:3:lowdin_charge:R:1
C -1.21149 0.38634 -1.31494 -1.0 -0.1 2.0 0.021
C -0.44264 0.22226 -0.30638 4.3 -0.9 -1.3 0.032
O 1.49569 -0.27740 -0.29124 -3.2 0.9 -0.9 -0.647
P 1.89705 -0.64217 1.24213 -1.8 1.7 -0.3 0.662
H -2.24684 0.51721 -1.02152 -0.1 0.3 -0.2 0.088
H -0.98425 0.17949 -2.27363 0.8 -0.3 -3.1 0.039
H -0.56264 0.20900 0.70038 -0.2 0.2 2.8 -0.005
H 0.62622 -1.31173 1.44386 0.6 0.0 1.0 -0.115
H 1.42890 0.71702 1.82135 0.5 -1.7 0.0 -0.076
```
Positions in Å, forces in eV/Å.

Summary:
- Multiplicity: 1
- Orbital gap (alpha / beta): 9.082 / 9.082 eV


(6)
A structure of composition C2H5OP. Source: the OMol25 dataset; level of theory: the ωB97M-V functional and the def2-TZVPD basis.

The geometry in XYZ format:
```
9
Properties=species:S:1:pos:R:3:forces:R:3:lowdin_charge:R:1
C 1.05474 1.15416 -1.52138 -0.2 0.6 0.8 -0.015
C 0.57962 0.03856 -1.61845 1.1 2.4 0.2 -0.140
O 1.45313 -0.90458 1.38952 0.0 0.1 0.0 -0.548
P 0.27342 -0.22487 0.80578 -0.1 -0.9 0.1 0.737
H 1.36627 2.18350 -1.24125 -0.3 -1.5 -0.6 0.070
H -2.70631 -1.59042 1.72988 -0.1 1.4 -0.9 0.012
H 0.24842 -0.89096 -1.90474 -0.5 -1.5 -0.5 0.014
H 0.43733 1.15923 1.06977 0.2 0.8 0.0 -0.116
H -2.70662 -0.92462 1.29088 0.0 -1.5 1.0 -0.015
```
Positions in Å, forces in eV/Å.

Summary:
- Multiplicity: 1
- Orbital gap: 8.975 eV


(7)
A cluster of 2 separate species, C2H5OPS in total. Source: the OMol25 dataset; level of theory: the ωB97M-V functional and the def2-TZVPD basis.

The geometry in XYZ format:
```
10
Properties=species:S:1:pos:R:3:forces:R:3:lowdin_charge:R:1
C 1.22439 -0.85817 -0.61688 -1.6 -0.2 1.7 -0.705
C 0.80385 1.53065 0.50975 -4.9 -1.8 -3.2 -0.354
O 1.32979 -1.99576 -0.84668 0.6 -1.3 -0.9 0.024
P -2.44245 -1.65623 -0.70387 0.8 1.1 -1.2 0.596
S 1.75939 0.66469 -0.79258 1.0 2.0 -0.7 0.889
H -0.38456 1.14794 0.42386 3.3 1.0 0.3 0.093
H 0.75883 2.57606 0.35871 0.4 1.0 -0.3 0.015
H 1.17710 1.23464 1.39537 1.2 -0.7 3.1 -0.023
H -1.51291 -0.58439 -0.29638 -0.8 -0.8 -0.1 -0.251
H -2.71341 -2.05943 0.56871 -0.1 -0.3 1.3 -0.284
```
Positions in Å, forces in eV/Å.

Summary:
- Multiplicity: 1
- Orbital gap (alpha / beta): 8.922 / 5.883 eV


(8)
A structure of composition C2H5OPS3. Source: the OMol25 dataset; level of theory: the ωB97M-V functional and the def2-TZVPD basis.

The geometry in XYZ format:
```
12
Properties=species:S:1:pos:R:3:forces:R:3:lowdin_charge:R:1
C 0.28494 -0.69185 -0.67498 1.6 -2.1 3.5 -0.568
C -0.53883 0.39792 -0.11741 -2.9 0.2 0.6 -1.169
O -2.96423 -1.40386 -0.46655 -0.3 -1.6 0.0 -0.524
P -2.91582 0.00845 -0.18615 2.3 2.2 -0.2 0.762
S 1.90573 -0.92880 0.40267 -0.4 0.4 0.0 0.598
S 0.19927 2.00753 -0.19379 -0.9 0.9 -1.8 0.636
S -1.27178 0.24463 1.67071 0.9 -1.1 -0.9 0.591
H 0.03964 -1.76439 -0.61394 -1.3 0.8 -0.2 0.057
H 0.79166 -0.53464 -1.56828 0.1 0.9 -1.9 0.026
H 1.29020 -0.71426 1.58436 0.1 -0.2 -0.2 -0.197
H -0.55301 2.52994 -1.29031 0.9 -0.6 1.4 -0.083
H -0.95042 1.47844 2.07256 -0.2 0.2 -0.2 -0.129
```
Positions in Å, forces in eV/Å.

Summary:
- Multiplicity: 1
- Orbital gap: 7.947 eV


(9)
A cluster of 2 separate species, C2H5OS in total. Source: the OMol25 dataset; level of theory: the ωB97M-V functional and the def2-TZVPD basis.

The geometry in XYZ format:
```
9
Properties=species:S:1:pos:R:3:forces:R:3:lowdin_charge:R:1
S 1.83796 1.50175 -0.57458 2.8 0.5 -1.0 -0.117
H 2.95554 1.70596 -1.46274 -1.7 -0.3 1.2 -0.351
C -0.76253 -1.50447 0.27815 -2.3 0.8 2.6 -0.038
C -0.82146 -0.18040 0.57982 0.8 0.7 -0.5 -0.351
O -0.89229 0.79219 -0.39789 -0.5 -2.0 0.8 -0.156
H -1.40295 -2.14755 1.03963 2.4 0.6 -1.6 0.073
H -0.39006 -1.69279 -0.71078 -0.9 -0.7 -0.5 0.033
H -0.50069 0.33168 1.52090 -1.3 -1.0 0.1 0.110
H -0.02354 1.19362 -0.27251 0.7 1.4 -1.0 -0.203
```
Positions in Å, forces in eV/Å.

Summary:
- Multiplicity: 1
- Orbital gap: 7.311 eV
- Total charge: -1


(10)
A cluster of 2 separate species, C2H5OS in total. Source: the OMol25 dataset; level of theory: the ωB97M-V functional and the def2-TZVPD basis.

The geometry in XYZ format:
```
9
Properties=species:S:1:pos:R:3:forces:R:3:lowdin_charge:R:1
S -2.25534 0.75621 -0.53549 0.1 -0.6 0.1 -0.259
H -1.43167 1.66550 -1.03203 0.3 0.5 -0.2 -0.477
C 2.51027 -1.09218 1.11939 0.4 1.0 -0.9 -0.038
C 1.32350 -0.88181 0.55518 -0.9 -1.2 0.5 -0.343
O 1.09316 0.06620 -0.33688 0.6 0.8 -0.8 -0.040
H 2.73769 -1.86959 1.81848 -0.2 -0.2 0.2 0.021
H 3.28440 -0.41386 0.76370 0.2 -0.2 0.4 0.043
H 0.48704 -1.54502 0.78628 -0.1 0.3 0.0 0.108
H 0.17436 0.15555 -0.67354 -0.4 -0.4 0.7 -0.015
```
Positions in Å, forces in eV/Å.

Summary:
- Multiplicity: 1
- Orbital gap: 7.001 eV
- Total charge: -1


| no. | strongest force on any atom (Eh/bohr) | calculated total energy (Eh) |
| --- | --- | --- |
| 1 | 0.021 | -304.97488 |
| 2 | 0.071 | -304.94767 |
| 3 | 0.061 | -1044.35270 |
| 4 | 0.091 | -495.56404 |
| 5 | 0.090 | -495.64011 |
| 6 | 0.052 | -495.64285 |
| 7 | 0.119 | -893.82605 |
| 8 | 0.086 | -1690.27570 |
| 9 | 0.069 | -552.58072 |
| 10 | 0.031 | -552.64635 |